Here is a cluster of 5 separate species, C28H27F5NO4S2 in total from the Open Molecules 2025 dataset. Energies are from ωB97M-V/def2-TZVPD.

Properties
charge = -1
lowest unoccupied orbital energy = 2.309 eV
HOMO-LUMO gap = 7.540 eV

CARTESIAN COORDINATES (ANGSTROEM)
O -2.04 -4.65 1.30
C -1.60 -3.66 0.66
O -2.23 -2.87 -0.06
C -0.07 -3.37 0.78
N 0.16 -1.92 0.51
S 0.03 -0.93 1.90
S 1.52 -1.63 -0.44
O 1.58 -0.23 -0.74
O 1.38 -2.45 -1.60
C 3.14 -1.99 0.41
F 3.18 -1.55 1.66
F 3.39 -3.29 0.39
C 4.32 -1.33 -0.39
F 4.18 -1.55 -1.68
F 4.42 -0.03 -0.19
F 5.46 -1.88 -0.02
H 0.24 -3.65 1.78
H 0.40 -3.97 0.02
H 0.84 -1.40 2.88
C 3.26 -2.73 7.01
C 4.16 -1.69 6.83
C 4.59 -1.37 5.55
C 4.12 -2.08 4.46
C 3.21 -3.12 4.64
C 2.79 -3.44 5.92
H 2.93 -2.98 8.01
H 4.53 -1.13 7.68
H 5.30 -0.56 5.40
H 4.45 -1.82 3.46
H 2.84 -3.67 3.79
H 2.09 -4.26 6.07
C 2.70 2.82 1.06
C 2.74 4.12 0.58
C 3.54 5.07 1.21
C 4.30 4.71 2.31
C 4.27 3.41 2.79
C 3.47 2.46 2.16
H 2.09 2.07 0.57
H 2.15 4.40 -0.28
H 3.56 6.09 0.85
H 4.93 5.45 2.80
H 4.87 3.13 3.64
H 3.43 1.44 2.53
C -4.10 -0.98 -1.46
C -4.93 -1.22 -0.38
C -6.27 -0.85 -0.43
C -6.78 -0.24 -1.57
C -5.95 0.00 -2.65
C -4.60 -0.36 -2.60
H -3.06 -1.27 -1.41
H -4.52 -1.71 0.50
H -6.91 -1.04 0.42
H -7.82 0.04 -1.61
H -6.35 0.47 -3.54
H -3.95 -0.17 -3.44
C -4.47 2.37 -5.23
C -3.62 3.46 -5.40
C -3.27 3.86 -6.68
C -3.76 3.19 -7.78
C -4.61 2.10 -7.61
C -4.96 1.69 -6.34
H -4.75 2.05 -4.23
H -3.24 3.99 -4.53
H -2.60 4.71 -6.81
H -3.48 3.51 -8.78
H -4.99 1.58 -8.48
H -5.62 0.84 -6.20

---

Here is a cluster of 2 separate species, C28H27N3O2 in total from the Open Molecules 2025 dataset. Energies are from ωB97M-V/def2-TZVPD.

Properties
charge = 0
lowest unoccupied orbital energy = -0.905 eV
HOMO-LUMO gap = 6.514 eV

CARTESIAN COORDINATES (ANGSTROEM)
C -2.63 -2.75 3.94
C -1.63 -3.74 3.94
C -0.34 -3.43 3.52
C -0.02 -2.13 3.10
C 1.39 -1.85 2.66
N 1.49 -0.69 1.75
C 2.38 0.42 2.15
C 3.50 0.71 1.18
C 3.85 2.03 0.88
C 4.84 2.31 -0.07
C 5.50 1.26 -0.71
C 5.20 -0.07 -0.37
C 4.20 -0.34 0.57
C 0.78 -0.66 0.63
C 0.73 0.43 -0.26
C 0.25 0.29 -1.54
C 0.32 1.32 -2.54
C -0.21 1.11 -3.84
C -0.02 2.04 -4.85
C 0.66 3.24 -4.59
C 1.17 3.49 -3.30
C 0.99 2.55 -2.29
C -1.01 -1.14 3.11
C -2.32 -1.45 3.52
H -3.64 -2.99 4.27
H -1.86 -4.75 4.27
H 0.45 -4.18 3.49
H 2.05 -1.66 3.51
H 1.78 -2.75 2.14
H 1.77 1.33 2.30
H 2.79 0.14 3.13
H 3.30 2.84 1.37
H 5.08 3.35 -0.31
H 6.26 1.47 -1.47
H 5.72 -0.90 -0.85
H 3.92 -1.37 0.80
H 0.19 -1.56 0.41
H 1.08 1.40 0.10
H -0.13 -0.68 -1.86
H -0.73 0.17 -4.02
H -0.38 1.82 -5.86
H 0.79 3.99 -5.37
H 1.74 4.40 -3.10
H 1.42 2.73 -1.30
H -0.78 -0.13 2.77
H -3.08 -0.67 3.50
C -5.27 1.08 -0.36
N -4.34 0.08 -0.81
C -2.95 0.38 -0.71
O -2.63 1.39 -0.08
N -2.13 -0.46 -1.34
C -2.50 -1.69 -1.75
O -1.62 -2.52 -2.10
C -3.92 -2.01 -1.77
C -4.79 -1.08 -1.34
H -6.28 0.69 -0.47
H -5.09 1.36 0.68
H -5.17 2.00 -0.95
H -4.24 -2.98 -2.14
H -5.87 -1.19 -1.36

---

Here is a structure of composition C28H27NO3PdS3 from the Open Molecules 2025 dataset. Energies are from ωB97M-V/def2-TZVPD.

Properties
charge = -2
lowest unoccupied orbital energy (alpha / beta) = 4.207 / 4.207 eV
HOMO-LUMO gap (alpha / beta) = 3.443 / 3.442 eV

CARTESIAN COORDINATES (ANGSTROEM)
Pd -1.24 -0.80 -1.23
C 0.61 3.97 3.63
C 1.34 2.82 2.91
C 1.67 3.29 1.50
C 2.66 2.50 3.63
C 0.46 1.58 2.95
C 0.11 1.06 4.20
C -0.71 -0.05 4.33
C -1.18 -0.66 3.19
S -2.25 -2.04 3.03
C -2.14 -1.87 1.25
N -1.36 -0.85 0.88
C -0.82 -0.17 1.90
C 0.00 0.96 1.80
C -2.78 -2.67 0.30
C -3.53 -3.83 0.61
C -4.02 -4.63 -0.39
C -3.85 -4.26 -1.72
C -3.18 -3.08 -2.05
C -2.61 -2.28 -1.07
H 1.22 4.87 3.63
H 0.38 3.72 4.66
H -0.32 4.18 3.11
H 2.34 4.15 1.55
H 0.77 3.57 0.96
H 2.17 2.50 0.94
H 3.33 3.36 3.63
H 3.15 1.68 3.11
H 2.49 2.19 4.66
H 0.47 1.53 5.11
H -0.99 -0.43 5.30
H 0.24 1.31 0.81
H -3.67 -4.09 1.65
H -4.54 -5.55 -0.15
H -4.23 -4.90 -2.51
H -3.10 -2.80 -3.09
C -2.47 0.94 -5.38
C -2.21 0.76 -3.89
S -1.19 -0.62 -3.55
C -2.76 1.58 -2.97
C -3.71 2.70 -3.32
S -2.46 1.49 -1.25
H -1.94 0.16 -5.92
H -2.12 1.91 -5.72
H -3.54 0.84 -5.60
H -3.85 2.78 -4.40
H -3.32 3.64 -2.94
H -4.67 2.50 -2.85
O 3.53 0.76 -1.34
C 3.91 -0.53 -1.16
C 5.26 -0.86 -1.12
C 5.67 -2.17 -0.92
C 4.73 -3.16 -0.75
C 3.39 -2.84 -0.80
C 2.95 -1.53 -1.00
C 1.45 -1.29 -1.07
O 0.73 -2.31 -1.06
O 1.04 -0.11 -1.12
H 4.30 1.32 -1.46
H 6.01 -0.08 -1.26
H 6.73 -2.41 -0.89
H 5.04 -4.19 -0.58
H 2.62 -3.59 -0.68

---

Here is a structure of composition C28H28As2F6N2O3PS2Sn from the Open Molecules 2025 dataset. Energies are from ωB97M-V/def2-TZVPD.

Properties
charge = +2
lowest unoccupied orbital energy (alpha / beta) = -5.743 / -7.670 eV
HOMO-LUMO gap (alpha / beta) = 8.759 / 6.823 eV
2S+1 = 2

CARTESIAN COORDINATES (ANGSTROEM)
Sn 0.75 2.45 0.92
O 2.80 -2.34 1.70
S 2.99 -2.22 0.30
O 2.58 -3.23 -0.61
N 2.17 -0.70 -0.19
C 3.11 0.34 -0.46
O 2.74 1.47 -0.69
C 4.47 -0.20 -0.46
C 5.61 0.50 -0.78
C 6.83 -0.17 -0.74
C 6.89 -1.51 -0.37
C 5.74 -2.23 -0.04
C 4.55 -1.54 -0.10
H 5.55 1.54 -1.07
H 7.74 0.35 -0.99
H 7.85 -2.01 -0.35
H 5.79 -3.27 0.24
C -3.89 3.30 3.72
As -2.64 3.77 2.34
C -1.54 5.18 3.01
C -3.62 4.42 0.82
S -1.57 1.96 1.89
H -4.48 4.17 3.98
H -3.33 2.95 4.59
H -4.53 2.50 3.36
H -2.20 5.98 3.35
H -0.88 5.56 2.24
H -0.96 4.81 3.86
H -4.22 5.27 1.13
H -4.27 3.62 0.47
H -2.92 4.70 0.04
F 0.04 2.65 -1.17
As 0.12 4.46 -1.54
F -1.57 4.39 -1.70
F 0.39 4.15 -3.18
F 0.20 6.14 -1.57
F 1.78 4.30 -1.11
F -0.15 4.49 0.30
N 0.89 -0.40 -0.21
P -0.31 -1.62 -0.40
C -1.84 -0.72 -0.46
C -1.94 0.30 -1.41
C -3.14 0.97 -1.57
C -4.24 0.60 -0.80
C -4.14 -0.43 0.13
C -2.94 -1.10 0.30
C -0.11 -2.39 -2.00
C 0.85 -1.98 -2.92
C 0.89 -2.56 -4.18
C -0.01 -3.56 -4.51
C -0.97 -3.97 -3.59
C -1.03 -3.38 -2.34
C -0.27 -2.74 0.97
C -0.03 -4.11 0.81
C 0.02 -4.93 1.92
C -0.15 -4.39 3.19
C -0.39 -3.03 3.36
C -0.46 -2.20 2.25
H -1.09 0.57 -2.02
H -3.22 1.76 -2.30
H -5.19 1.10 -0.94
H -5.01 -0.73 0.70
H -2.87 -1.90 1.02
H 1.56 -1.19 -2.68
H 1.63 -2.24 -4.90
H 0.03 -4.02 -5.49
H -1.69 -4.74 -3.86
H -1.80 -3.69 -1.64
H 0.13 -4.52 -0.18
H 0.21 -5.98 1.80
H -0.10 -5.03 4.06
H -0.52 -2.61 4.35
H -0.65 -1.14 2.38

---

Here is a structure of composition C28H28Br2N2OReSi from the Open Molecules 2025 dataset. Energies are from ωB97M-V/def2-TZVPD.

Properties
charge = +2
lowest unoccupied orbital energy (alpha / beta) = -7.205 / -7.135 eV
HOMO-LUMO gap (alpha / beta) = 6.705 / 6.753 eV
2S+1 = 2

CARTESIAN COORDINATES (ANGSTROEM)
Re 0.19 -0.18 0.63
Br 0.04 -4.34 3.37
C -0.27 -2.59 3.94
C -0.66 -2.33 5.28
C -0.85 -1.05 5.72
Br -1.33 -0.76 7.51
C -0.70 0.06 4.84
C -0.86 1.41 5.17
C -0.68 2.37 4.20
C -0.40 1.99 2.89
N -0.26 0.72 2.53
C -0.36 -0.23 3.51
C -0.10 -1.54 3.08
O 0.29 -1.66 1.78
H -0.78 -3.17 5.95
H -1.12 1.69 6.19
H -0.78 3.42 4.43
H -0.28 2.74 2.12
C 1.76 0.97 0.12
Si 1.28 0.42 -1.68
C -0.51 1.05 -1.88
N -1.28 0.75 -0.60
C -2.37 -0.29 -0.82
C -3.54 -0.08 0.13
C -4.27 1.22 -0.23
C -3.26 2.28 -0.71
C -1.91 2.01 -0.06
C 2.47 0.82 -3.00
C 3.25 -0.19 -3.58
C 4.17 0.12 -4.56
C 4.32 1.44 -4.98
C 3.55 2.45 -4.41
C 2.63 2.14 -3.43
C 1.05 -1.41 -1.22
C 0.10 -2.18 -1.95
C 0.19 -3.56 -2.01
C 1.24 -4.21 -1.35
C 2.21 -3.49 -0.67
C 2.12 -2.11 -0.62
H 1.69 2.01 0.43
H 2.76 0.58 0.33
H -1.04 0.65 -2.74
H -0.48 2.13 -2.01
H -1.94 -1.28 -0.71
H -2.72 -0.20 -1.85
H -3.18 -0.07 1.16
H -4.21 -0.94 0.05
H -4.81 1.59 0.65
H -5.01 1.04 -1.00
H -3.58 3.29 -0.47
H -3.15 2.25 -1.80
H -2.06 1.88 1.01
H -1.20 2.82 -0.20
H 3.14 -1.22 -3.26
H 4.77 -0.66 -5.01
H 5.04 1.68 -5.75
H 3.67 3.47 -4.74
H 2.04 2.94 -2.99
H -0.69 -1.69 -2.50
H -0.54 -4.13 -2.57
H 1.30 -5.29 -1.39
H 3.02 -4.00 -0.18
H 2.90 -1.56 -0.10

---

Here is a cluster of 2 separate species, C28H28FN3O4S in total from the Open Molecules 2025 dataset. Energies are from ωB97M-V/def2-TZVPD.

Properties
charge = 0
lowest unoccupied orbital energy = -0.373 eV
HOMO-LUMO gap = 7.835 eV

CARTESIAN COORDINATES (ANGSTROEM)
O 1.43 0.63 -3.48
C 1.18 0.99 -2.47
N 1.98 1.74 -1.62
C 3.29 1.82 -1.85
C 4.11 0.94 -0.94
H 3.74 1.37 0.26
H 5.04 1.24 -0.77
C 3.90 -0.37 -1.02
N 4.76 -1.06 -0.09
C 5.00 -2.55 -0.27
C 5.61 -2.81 1.01
H 6.61 -2.62 0.85
H 5.62 -4.27 0.99
C 4.97 -2.15 2.14
H 4.08 -2.82 2.33
H 5.53 -2.08 3.08
C 4.52 -1.10 1.47
H 3.37 -0.84 1.65
H 5.11 0.04 1.76
H 3.95 -2.96 -0.26
H 5.49 -2.66 -1.26
H 2.75 -0.58 -0.56
H 4.17 -0.59 -1.86
H 3.39 2.98 -1.62
H 3.45 1.65 -3.07
H 1.56 1.95 -0.70
C -0.37 0.61 -1.98
C -0.62 0.60 -0.70
C -2.04 0.19 -0.13
C -2.96 0.36 -1.09
C -2.71 0.84 -2.53
C -1.45 0.90 -3.02
H -1.16 1.22 -3.90
H -3.59 0.70 -3.17
S -4.71 0.00 -0.66
O -5.51 0.48 -1.74
O -4.94 0.76 0.40
C -4.48 -1.66 -0.09
C -5.11 -2.57 -1.13
C -4.97 -3.83 -0.84
C -3.91 -4.42 0.25
C -3.52 -3.32 1.12
C -3.70 -2.08 0.69
C -3.05 -1.20 1.64
O -3.24 -1.16 2.74
N -2.06 -0.12 1.10
C -1.47 0.71 2.13
C -1.54 2.11 1.70
C -0.53 3.11 1.22
C -0.78 4.40 0.96
C -1.87 4.96 0.78
C -3.00 4.23 1.10
C -2.73 2.93 1.47
H -3.73 2.21 1.89
H -3.89 4.57 1.19
H -1.94 6.04 0.72
H 0.23 4.81 0.60
F 0.60 2.45 1.44
H -0.48 0.63 2.24
H -1.93 0.64 3.32
H -2.66 -3.76 1.61
H -3.75 -5.40 0.36
H -5.28 -4.70 -1.61
H -5.91 -2.30 -1.82
H 0.18 0.17 0.07

---

Here is a cluster of 2 separate species, C28H28N2O5 in total from the Open Molecules 2025 dataset. Energies are from ωB97M-V/def2-TZVPD.

Properties
charge = +2
lowest unoccupied orbital energy = -7.415 eV
HOMO-LUMO gap = 3.655 eV

CARTESIAN COORDINATES (ANGSTROEM)
C -4.01 -6.03 -3.86
C -2.38 -5.80 -3.60
C -1.40 -6.05 -4.90
C 0.25 -5.81 -4.78
C 0.93 -5.35 -3.35
C -0.09 -5.11 -2.09
C 0.50 -4.61 -0.63
O -0.47 -3.64 -0.09
C -0.46 -2.37 -0.83
O -1.20 -2.09 -1.93
O 0.37 -1.22 -0.34
O 0.52 -0.46 -1.41
C 1.92 0.02 -1.30
O 2.34 0.34 -0.06
C 2.98 0.14 -2.54
C 2.71 -0.30 -4.11
C 3.92 -0.06 -5.21
C 5.41 0.57 -4.80
C 5.68 1.01 -3.24
C 4.48 0.77 -2.16
C -1.74 -5.34 -2.15
H -4.62 -5.80 -2.87
H -4.26 -7.08 -4.31
H -4.36 -5.20 -4.64
H -1.85 -6.36 -5.94
H 0.95 -5.96 -5.72
H 2.08 -5.18 -3.17
H 1.61 -4.21 -0.69
H 0.54 -5.53 0.12
H 1.65 -0.79 -4.39
H 3.77 -0.34 -6.34
H 6.29 0.71 -5.58
H 6.70 1.50 -2.85
H 4.70 1.06 -1.04
H -2.45 -5.20 -1.22
C 1.36 3.97 -0.69
N 0.60 3.80 0.57
C 0.96 2.83 1.43
C 0.30 2.68 2.65
C -0.75 3.54 3.00
C -1.11 4.52 2.06
C -0.42 4.64 0.86
C -1.44 3.45 4.29
C -1.47 4.54 5.17
C -2.16 4.48 6.37
N -2.83 3.35 6.72
C -2.80 2.26 5.91
C -2.11 2.29 4.70
C -3.60 3.30 7.97
H 1.32 3.02 -1.23
H 2.39 4.23 -0.43
H 0.91 4.76 -1.29
H 1.79 2.19 1.14
H 0.63 1.89 3.33
H -1.93 5.20 2.26
H -0.68 5.39 0.12
H -0.94 5.47 4.92
H -2.20 5.32 7.06
H -3.35 1.38 6.25
H -2.13 1.40 4.07
H -3.23 2.47 8.57
H -4.65 3.16 7.70
H -3.48 4.24 8.52

---

Number 1: electronic energy -74412.4974 eV. Number 2: electronic energy -38038.2817 eV. Number 3: electronic energy -73093.7329 eV. Number 4: electronic energy -213375.0605 eV. Number 5: electronic energy -184596.1778 eV. Number 6: electronic energy -55680.8542 eV. Number 7: electronic energy -42670.3276 eV.